Record 1
Density functional theory data (the ωB97M-V functional and the def2-TZVPD basis) for 2 unconnected molecules or ions with the total composition C3H6N2O2.

Each line ends with the Mulliken charge.
Element x y z (Å)
N (-0.36031, -0.95415, -0.39702)  -0.51
O (2.24769, -2.78369, 2.85468)  -0.44
N (1.51840, -1.79079, 0.92039)  -0.43
H (-0.95262, 3.20097, -1.75346)  0.29
H (-1.82200, 1.67983, -2.07822)  0.25
H (-0.76708, -0.01610, -0.27929)  0.44
O (-0.98322, 1.76608, -0.23670)  -0.58
C (1.37566, -2.60880, 2.04989)  0.13
H (-0.22105, 2.15969, 0.20741)  0.31
C (0.54197, -1.35703, 0.29602)  0.56
H (-0.04202, 1.69574, -2.10772)  0.29
H (0.39614, -3.10491, 2.14161)  0.29
C (-0.93156, 2.11317, -1.61759)  -0.58

Computed properties:
Kohn-Sham gap: 10.68 eV
molecular weight: 102.1 g/mol
E_LUMO: 0.5 eV

---

Record 2
Density functional theory data (the ωB97M-V functional and the def2-TZVPD basis) for a single C3H6N2O2 molecule.

Each line ends with the Mulliken charge.
Element x y z (Å)
C (0.40469, 0.85500, 0.43481)  0.74
H (0.46101, -1.17113, 1.64827)  0.33
O (-0.80573, -0.40629, -1.22856)  -0.51
N (-0.08818, -0.32478, -0.11663)  0.20
H (0.27362, 3.03455, 0.05114)  0.28
C (0.05803, -1.51151, 0.60455)  -0.01
H (0.00486, 1.97313, -1.32594)  0.42
H (-0.34597, -1.42016, -1.48772)  0.46
H (-1.23372, 2.08628, -0.22751)  0.30
C (-0.12380, 2.02447, -0.32922)  -1.18
N (0.06266, -2.61804, -0.11312)  -0.67
O (1.06683, 0.88253, 1.49498)  -0.63
H (0.26570, -3.40404, 0.59493)  0.26

Computed properties:
Kohn-Sham gap: 9.80 eV
molecular weight: 102.1 g/mol
E_LUMO: 0.5 eV

---

Record 3
Density functional theory data (the ωB97M-V functional and the def2-TZVPD basis) for a single C3H6N2O2 molecule.

Each line ends with the Mulliken charge.
Element x y z (Å)
C (-0.92715, -0.12788, 0.26988)  0.73
H (-2.13699, -1.16147, -0.99590)  0.20
H (-1.77889, 0.45377, -1.43406)  0.28
H (2.45567, 1.62788, -1.05679)  0.26
O (1.26756, -0.48708, -0.17387)  -0.46
H (-0.65541, -2.19685, 0.79288)  0.26
C (1.11211, 0.82137, 0.11784)  0.36
H (0.11389, -0.95261, 1.93392)  0.25
H (1.60878, 1.20375, 1.01788)  0.37
O (-0.36791, 1.07125, 0.36320)  -0.42
C (-0.37077, -1.16903, 0.99037)  -0.73
N (1.55121, 1.15117, -1.12727)  -0.62
N (-1.87210, -0.23427, -0.69807)  -0.48

Computed properties:
Kohn-Sham gap (spin up / spin down): 8.15 / 7.70 eV
molecular weight: 102.1 g/mol
E_LUMO (spin up / spin down): -0.1 / -0.8 eV

---

Record 4
Density functional theory data (the ωB97M-V functional and the def2-TZVPD basis) for a single C3H6N2O2 molecule.

Each line ends with the Mulliken charge.
Element x y z (Å)
O (-0.13008, -2.01041, 1.84432)  -0.45
C (1.62110, -1.00178, -0.27679)  -0.01
H (-0.59670, 0.25802, 0.99923)  0.28
H (-0.48542, 1.78745, -1.48922)  0.30
N (-0.10297, 0.54717, 0.16483)  -0.02
H (-1.61027, 2.10985, -0.15334)  0.26
O (1.81981, -1.98944, 0.69451)  -0.32
C (0.93668, -2.48562, 1.63363)  0.22
H (-1.76922, 0.65773, -1.32195)  0.23
C (-0.95267, 1.27469, -0.67742)  -0.75
N (0.85338, -0.04749, -0.51596)  -0.34
H (1.34230, -3.39807, 2.25204)  0.30
H (2.37366, -1.06839, -1.11530)  0.30

Computed properties:
Kohn-Sham gap: 9.37 eV
molecular weight: 102.1 g/mol
E_LUMO: 0.9 eV

---

Record 5
Density functional theory data (the ωB97M-V functional and the def2-TZVPD basis) for 3 unconnected molecules or ions with the total composition C3H6N2O2.

Each line ends with the Mulliken charge.
Element x y z (Å)
C (1.93998, 0.58421, 0.18107)  0.13
O (0.63092, 0.48453, 0.64277)  -0.22
N (2.29431, 0.03884, -0.88506)  -0.53
H (-3.38124, -0.50470, 0.81204)  0.24
H (2.50993, 1.17234, 0.90027)  0.38
C (-0.28616, -0.01092, -0.15658)  -0.23
N (-2.40122, -0.70818, 0.64197)  -0.65
H (0.02785, -0.15182, -1.19226)  0.45
H (-0.30222, -1.68480, 0.20179)  0.02
H (3.27353, 0.21340, -1.09703)  0.26
H (-1.09725, -1.68641, 0.46679)  0.24
O (-1.88552, 1.49134, -0.15027)  -0.62
C (-1.72814, 0.29479, 0.17549)  0.53

Computed properties:
Kohn-Sham gap: 8.58 eV
molecular weight: 102.1 g/mol
E_LUMO: -0.6 eV

---

Record 6
Density functional theory data (the ωB97M-V functional and the def2-TZVPD basis) for a single C3H6N2O2 molecule.

Each line ends with the Mulliken charge.
Element x y z (Å)
N (-1.02334, 1.85362, 0.54690)  -0.36
C (1.12342, -0.38060, -1.34798)  -0.93
H (0.93041, -1.44955, -1.46599)  0.25
H (-0.69481, -1.33446, 2.13824)  0.35
H (0.90767, 0.13701, -2.28341)  0.33
H (-0.95534, 1.48362, 1.48982)  0.21
N (-0.55141, 1.13865, -0.47238)  -0.42
O (-0.61522, -2.23810, 0.33568)  -0.38
C (0.29139, 0.18778, -0.24470)  0.70
C (-0.39249, -1.33698, 1.07231)  0.13
O (0.59046, -0.23288, 1.05079)  -0.37
H (2.18351, -0.27159, -1.10479)  0.27
H (-1.79425, 2.44349, 0.28552)  0.22

Computed properties:
Kohn-Sham gap: 9.30 eV
molecular weight: 102.1 g/mol
E_LUMO: 0.8 eV

---

Record 7
Density functional theory data (the ωB97M-V functional and the def2-TZVPD basis) for a single C3H6N2O2 molecule.

Each line ends with the Mulliken charge.
Element x y z (Å)
H (0.01937, -2.22831, 1.17694)  0.23
H (1.15120, -1.84602, -0.02148)  0.24
N (0.31906, -1.56664, 0.47636)  -0.51
O (-0.31349, 0.05338, 1.97871)  -0.54
C (0.20786, -0.19055, 0.92431)  0.45
C (0.86497, 0.87122, 0.01759)  -0.44
H (1.47801, 0.37941, -0.74601)  0.32
N (-1.40737, -0.23131, -0.79882)  -0.75
H (-0.77820, -1.09385, -0.42878)  0.56
O (-0.06718, 1.71793, -0.60522)  -0.31
C (-1.16941, 0.97776, -1.02330)  0.16
H (1.50280, 1.49157, 0.64693)  0.25
H (-1.80761, 1.66541, -1.59723)  0.35

Computed properties:
Kohn-Sham gap: 9.72 eV
molecular weight: 102.1 g/mol
E_LUMO: 0.6 eV

---

Record 8
Density functional theory data (the ωB97M-V functional and the def2-TZVPD basis) for a single C3H6N2O2 molecule.

Each line ends with the Mulliken charge.
Element x y z (Å)
O (-1.20811, 1.29722, 0.59516)  -0.66
H (-1.17435, -0.89834, -1.58626)  0.21
O (1.30245, -0.35730, 1.20663)  -0.33
N (-1.63449, -0.50830, -0.77534)  -0.52
C (-0.05088, -0.83652, 0.88589)  -0.48
H (2.67155, 0.93463, 0.35812)  0.40
H (-0.66972, -1.07013, 1.76653)  0.28
C (1.68408, 0.47962, 0.24122)  0.05
H (-2.50375, -0.03963, -0.95423)  0.25
H (0.94360, 1.52923, -1.26461)  0.23
C (-0.85128, 0.22078, 0.13461)  0.75
H (0.10772, -1.72898, 0.27842)  0.27
N (0.88188, 0.67829, -0.72721)  -0.46

Computed properties:
Kohn-Sham gap: 10.28 eV
molecular weight: 102.1 g/mol
E_LUMO: 0.9 eV

---

> Which value of molecular weight does entry 4 give?

102.1 g/mol

---

> Look up the molecular weight of the eighth one.

102.1 g/mol

---

> Which value of molecular weight does entry 5 give?

102.1 g/mol